The following is a DFT calculation (ωB97M-V/def2-TZVPD) of a cluster of 12 separate species, C3H29NO12S2 in total in a non-equilibrium geometry.

The geometry in XYZ format:
```
47
C3H29NO12S2, DFT ωB97M-V/def2-TZVPD
O -1.920 -0.279 -0.546
C -0.877 -0.319 0.126
N -0.077 0.757 0.113
C 1.202 0.707 0.817
C 1.216 1.491 2.094
S 0.161 0.720 3.446
S 0.763 -1.264 3.701
H -0.720 -1.257 0.657
H -0.278 1.510 -0.539
H 1.484 -0.346 0.882
H 1.947 1.184 0.172
H 0.596 2.393 2.170
H 2.214 1.639 2.504
H 2.005 -1.113 4.148
O 4.551 0.724 -1.420
H 3.807 1.340 -1.429
H 4.633 0.483 -2.350
O 2.385 2.911 -1.631
H 2.319 3.550 -0.917
H 1.540 2.911 -2.099
O -3.922 2.249 -0.670
H -3.158 1.685 -0.473
H -3.477 2.943 -1.160
O -1.684 0.983 -2.936
H -1.827 0.397 -2.201
H -1.150 0.524 -3.585
O -2.949 -3.231 0.866
H -3.375 -3.031 1.701
H -2.674 -2.397 0.486
O 1.069 0.029 -3.086
H 0.549 -0.776 -2.959
H 1.000 0.635 -2.359
O 0.439 -2.226 -3.058
H 0.998 -2.978 -3.297
H -0.222 -2.754 -2.590
O 2.689 -1.580 -1.145
H 2.879 -0.636 -1.046
H 2.338 -1.561 -2.048
O -0.165 -3.344 -0.660
H 0.550 -3.991 -0.558
H -0.869 -4.006 -0.556
O -3.441 -0.640 1.548
H -3.492 0.039 2.200
H -3.906 -0.274 0.788
O -0.392 3.002 -1.798
H -0.887 2.452 -2.457
H -0.820 3.858 -1.736
```

Calculated total energy in Eh: -1885.7135
LUMO in hartree: 0.001
Energy above the lowest of the compared OMol25 structures with the same formula, charge and spin in kJ/mol: 0.0
HOMO energy in eV: -9.08
2S+1: 1
SMILES: O=CNCCSS.O.O.O.O.O.O.O.O.O.O.O


The following is a DFT calculation (ωB97M-V/def2-TZVPD) of a structure of composition C3H2AlLiO3 in a non-equilibrium geometry.

The geometry in XYZ format:
```
10
C3H2AlLiO3, DFT ωB97M-V/def2-TZVPD
O -1.509 -0.821 1.763
O -0.302 -0.219 -0.756
C 0.457 0.216 -1.786
C 0.188 -0.123 0.588
O 1.574 0.706 -1.485
C -0.816 0.273 1.456
Li -0.386 -0.096 -3.667
H -0.591 0.859 2.362
H -0.545 -1.495 1.112
Al 1.931 0.702 0.412
```

Total charge: +1
Calculated total energy in Eh: -590.7800
LUMO (spin up / spin down) in hartree: -0.180 / -0.204
Energy above the lowest of the compared OMol25 structures with the same formula, charge and spin in kJ/mol: 234.8
HOMO energy (spin up / spin down) in eV: -11.99 / -12.37
2S+1: 2


The following is a DFT calculation (ωB97M-V/def2-TZVPD) of a structure of composition C3H2BiFO2 in a non-equilibrium geometry.

The geometry in XYZ format:
```
9
C3H2BiFO2, DFT ωB97M-V/def2-TZVPD
O -0.596 0.888 0.706
O -0.228 0.256 -1.882
C 0.529 0.297 0.960
C 0.859 -0.733 0.000
C -1.100 0.868 -1.358
H 1.292 0.748 1.598
H 1.879 -0.898 -0.354
F 0.144 -1.835 0.140
Bi -2.777 0.409 0.190
```

Total charge: +3
Calculated total energy in Eh: -578.8516
LUMO (spin up / spin down) in hartree: -0.702 / -0.697
Energy above the lowest of the compared OMol25 structures with the same formula, charge and spin in kJ/mol: 181.5
HOMO energy (spin up / spin down) in eV: -23.55 / -26.71
2S+1: 2


The following is a DFT calculation (ωB97M-V/def2-TZVPD) of a structure of composition C3H2BiO3 in a non-equilibrium geometry.

The geometry in XYZ format:
```
9
C3H2BiO3, DFT ωB97M-V/def2-TZVPD
O -2.413 -0.748 3.661
C -1.944 -0.591 2.657
O -0.865 -0.283 -1.466
C 0.281 0.115 -1.940
C 1.298 0.432 -0.923
O 0.979 0.247 0.403
H 1.753 -0.489 -1.704
Bi -0.914 -0.054 0.500
H 1.824 1.371 -1.189
```

Total charge: +1
Calculated total energy in Eh: -555.3468
LUMO (spin up / spin down) in hartree: -0.264 / -0.245
Energy above the lowest of the compared OMol25 structures with the same formula, charge and spin in kJ/mol: 314.3
HOMO energy (spin up / spin down) in eV: -12.63 / -13.93
2S+1: 1


The following is a DFT calculation (ωB97M-V/def2-TZVPD) of a structure of composition C3H2Br2ClNO in a non-equilibrium geometry.

The geometry in XYZ format:
```
10
C3H2Br2ClNO, DFT ωB97M-V/def2-TZVPD
C 0.564 -0.813 -1.410
C 0.025 0.182 0.833
C 0.876 -1.989 -0.810
N -0.128 0.127 -0.435
O 0.906 -0.309 -2.450
Cl -1.280 0.812 1.741
Br 1.673 -3.266 -2.052
Br -0.146 -2.829 0.552
H 0.933 -0.224 1.148
H -0.886 0.670 -0.904
```

Calculated total energy in Eh: -5853.6367
LUMO (spin up / spin down) in hartree: -0.054 / -0.054
HOMO energy (spin up / spin down) in eV: -7.89 / -7.89
2S+1: 1


The following is a DFT calculation (ωB97M-V/def2-TZVPD) of an isolated molecule of C3H2Br2F2 in a non-equilibrium geometry.

The geometry in XYZ format:
```
9
C3H2Br2F2, DFT ωB97M-V/def2-TZVPD
C 0.943 0.995 -0.032
C 0.447 -0.220 0.126
C -1.172 -0.552 0.009
F -1.546 -0.535 -1.274
F -1.849 0.426 0.640
Br 2.790 1.318 -0.078
Br 1.475 -1.784 0.278
H 0.321 1.870 -0.135
H -1.408 -1.518 0.466
```

Calculated total energy in Eh: -5463.0910
LUMO (spin up / spin down) in hartree: 0.016 / -0.111
Energy above the lowest of the compared OMol25 structures with the same formula, charge and spin in kJ/mol: 0.0
HOMO energy (spin up / spin down) in eV: -5.99 / -10.74
2S+1: 3


The following is a DFT calculation (ωB97M-V/def2-TZVPD) of an isolated molecule of C3H2BrCl in a non-equilibrium geometry.

The geometry in XYZ format:
```
7
C3H2BrCl, DFT ωB97M-V/def2-TZVPD
C 1.578 -0.546 0.737
C 0.595 -0.117 0.119
C -0.573 0.112 -0.552
Cl -1.136 2.152 0.065
Br -2.050 -0.949 -0.057
H 2.324 -0.973 1.346
H -0.739 0.323 -1.658
```

Calculated total energy in Eh: -3149.5996
LUMO in hartree: -0.043
Energy above the lowest of the compared OMol25 structures with the same formula, charge and spin in kJ/mol: 73.6
HOMO energy in eV: -10.38
2S+1: 1
SMILES: C#C[C@H](Cl)Br


The following is a DFT calculation (ωB97M-V/def2-TZVPD) of a structure of composition C3H2BrCl3 in a non-equilibrium geometry.

The geometry in XYZ format:
```
9
C3H2BrCl3, DFT ωB97M-V/def2-TZVPD
C -0.617 0.166 -0.511
C -0.403 -0.668 0.711
C 0.838 0.449 -0.279
Cl -1.725 1.532 -0.362
Cl -0.130 -2.344 0.572
Cl 2.037 -0.437 -1.130
Br 1.388 1.936 0.732
H -0.836 -0.384 -1.424
H -0.554 -0.251 1.690
```

Calculated total energy in Eh: -4070.0291
LUMO in hartree: 0.019
Energy above the lowest of the compared OMol25 structures with the same formula, charge and spin in kJ/mol: 100.5
HOMO energy in eV: -8.70
2S+1: 1